Density functional theory data (ωB97M-V with the def2-TZVPD basis set) for C7H10 in the gas phase at a distorted geometry.

```
17
C7H10 (ωB97M-V with the def2-TZVPD basis set)
C 2.38614 0.93246 -0.94674
C 1.31950 0.26709 -0.23953
C 0.56671 -0.78238 0.06585
C -0.62504 -1.58375 -0.14655
C -1.82379 -0.68812 0.26618
C -1.19491 0.70711 0.59579
C 0.36789 0.43250 0.91192
H 2.79892 0.23759 -1.58739
H 2.97409 1.40622 -0.19733
H 1.76893 1.64554 -1.54343
H -0.65434 -1.95505 -1.18206
H -0.71867 -2.45201 0.46610
H -2.35310 -1.15985 1.07859
H -2.63873 -0.54744 -0.45379
H -1.33032 1.39652 -0.26141
H -1.67815 1.37889 1.34081
H 0.83487 0.76466 1.83299
```

- Spin multiplicity: 1
- Orbital gap: 8.79 eV

=====

Density functional theory data (ωB97M-V with the def2-TZVPD basis set) for C7H10 in the gas phase.

```
17
C7H10 (ωB97M-V with the def2-TZVPD basis set)
C 1.02081 0.02914 -1.74674
C 0.04995 -0.88512 -1.67874
C -1.23364 -0.79502 -0.96140
C -1.64395 0.04791 0.00036
C -0.91448 1.10734 0.72204
C 0.22205 0.98240 1.41604
C 1.04650 -0.25792 1.55876
H 0.96132 0.97663 -1.21933
H 1.90481 -0.14725 -2.35367
H 0.17452 -1.80278 -2.25429
H -1.97547 -1.51674 -1.30341
H -2.69146 -0.04012 0.29452
H -1.42481 2.07111 0.75661
H 0.59171 1.86594 1.93711
H 1.98254 -0.16801 0.99059
H 1.31572 -0.42435 2.60827
H 0.51774 -1.13780 1.18338
```

- Spin multiplicity: 1
- Orbital gap: 9.22 eV

=====

Density functional theory data (ωB97M-V with the def2-TZVPD basis set) for C7H10 in the gas phase at a distorted geometry.

```
17
C7H10 (ωB97M-V with the def2-TZVPD basis set)
C 2.29913 -0.07137 1.36535
C 1.43652 -0.49646 0.46849
C 0.39846 0.32940 -0.14401
C 0.74749 1.49694 -0.69359
C -0.92372 -0.28736 -0.54092
C -0.91846 -1.58721 -0.82758
C -2.09669 0.48658 -0.05116
H 2.89346 -0.77200 1.93327
H 2.42143 0.98989 1.55677
H 1.28358 -1.56599 0.57875
H 1.81019 1.69241 -0.73133
H 0.03480 2.24567 -1.00913
H -0.02087 -2.17649 -0.96313
H -1.76284 -2.07804 -1.30743
H -2.75885 0.86190 -0.83838
H -2.86296 -0.18017 0.37595
H -1.98068 1.11228 0.82807
```

- Spin multiplicity: 1
- Orbital gap: 9.54 eV

=====

Density functional theory data (ωB97M-V with the def2-TZVPD basis set) for C7H10 in the gas phase at a distorted geometry.

```
17
C7H10 (ωB97M-V with the def2-TZVPD basis set)
C 0.28215 -1.52829 1.94988
C 0.96106 -1.03006 0.94126
C 0.66618 0.21706 0.34883
C 1.10501 0.83785 -0.91592
C -0.32258 0.70191 -0.76558
C -1.34366 -0.11853 -1.55975
C -0.38878 1.24177 0.63957
H 0.67508 -2.38444 2.49537
H -0.62549 -0.94649 2.24294
H 1.71047 -1.63039 0.56606
H 1.62124 1.90503 -0.72287
H 1.49309 0.42601 -1.80083
H -0.70742 -0.83993 -2.08371
H -1.72229 0.71334 -2.29493
H -1.98720 -0.71507 -1.09105
H -1.32392 0.93426 1.20500
H -0.09295 2.21597 0.84573
```

- Spin multiplicity: 1
- Orbital gap: 8.80 eV

=====

Record-wise relative energy (zero: lowest compared OMol25 entry of this formula, charge and spin) values, in kJ/mol: 364.13 164.41 274.88 374.39